(1)
Entry from the Open Molecules 2025 dataset: a molecular structure, C12F36Li2N6O24S12 (ωB97M-V/def2-TZVPD).

```
92
Properties=species:S:1:pos:R:3:forces:R:3
Li -4.682 -0.923 -21.079 0.602 0.084 -0.747
Li -2.859 -2.675 -16.304 -1.122 -0.349 -0.062
C -3.225 4.976 -16.860 -1.166 2.102 -1.364
F -3.250 3.700 -17.175 -0.101 -0.318 0.201
F -4.382 5.350 -16.293 -0.264 -0.518 0.420
F -2.266 5.235 -16.025 1.171 -0.066 0.837
S -3.105 5.982 -18.467 -1.051 -1.234 0.629
O -2.082 5.235 -19.155 0.314 0.730 0.270
O -4.439 5.859 -19.057 1.251 0.685 0.994
N -2.711 7.579 -17.870 -0.432 -2.736 -2.057
S -2.437 8.260 -19.293 2.040 2.329 -2.859
O -1.254 7.750 -20.060 -2.444 1.174 1.853
O -3.615 8.598 -20.086 0.632 -0.617 0.577
C -1.916 10.055 -18.785 -1.124 -2.509 -0.574
F -1.552 10.774 -19.837 -0.280 0.233 -0.345
F -2.979 10.643 -18.197 0.887 0.249 0.205
F -0.863 9.949 -18.013 0.555 0.661 1.339
C -6.615 -4.577 -14.845 0.673 -0.672 1.521
F -7.747 -3.921 -14.646 -0.223 0.888 -0.321
F -6.838 -5.767 -14.209 0.548 0.606 -0.955
F -6.379 -4.710 -16.124 -0.216 -0.187 0.088
S -5.143 -3.644 -13.928 2.131 -1.527 1.037
O -4.158 -3.183 -14.906 -1.116 -0.743 0.425
O -5.754 -2.588 -13.189 -0.636 -0.166 0.537
N -4.431 -4.851 -12.783 -1.865 1.844 -3.177
S -3.680 -5.894 -13.754 1.244 -0.896 -0.759
O -4.204 -6.004 -15.133 0.574 0.126 1.959
O -2.242 -5.785 -13.564 -1.404 -0.753 -0.176
C -4.136 -7.675 -13.056 -0.276 3.002 0.078
F -5.420 -7.937 -13.348 0.183 -0.254 0.556
F -3.385 -8.558 -13.623 0.931 -1.326 -1.041
F -3.905 -7.762 -11.736 -0.577 0.004 0.152
C -2.036 -2.700 -24.517 0.742 0.896 -0.021
F -1.369 -3.356 -23.538 -1.449 0.352 -0.695
F -1.153 -2.639 -25.544 -1.220 -0.079 0.394
F -3.197 -3.277 -24.888 1.462 -0.092 0.393
S -2.470 -0.930 -23.929 -0.169 0.258 1.641
O -3.472 -1.109 -22.857 0.492 -0.447 -0.820
O -1.232 -0.288 -23.450 -2.021 -1.592 -1.708
N -3.290 -0.349 -25.346 1.496 -3.511 2.417
S -3.064 1.139 -25.112 2.369 6.593 -0.192
O -3.388 1.629 -23.755 -0.132 -0.728 -2.009
O -1.769 1.649 -25.646 -2.610 -0.936 0.594
C -4.383 1.905 -26.289 1.870 -0.469 0.747
F -3.937 3.116 -26.694 -0.804 -0.675 0.443
F -4.567 1.146 -27.352 0.157 -0.363 -0.995
F -5.538 1.959 -25.672 -0.762 0.821 0.467
C -5.629 0.728 -18.376 -0.574 -0.619 1.047
F -4.674 1.597 -18.076 -1.076 -0.850 -0.811
F -6.775 1.046 -17.687 1.982 -0.607 -1.431
F -5.903 0.651 -19.714 0.357 0.553 1.100
S -5.067 -1.090 -17.822 -1.091 -2.219 1.886
O -3.930 -0.979 -16.915 -0.829 0.596 -1.484
O -6.248 -1.771 -17.213 2.490 2.033 -2.396
N -4.500 -1.836 -19.373 -1.229 5.424 1.709
S -4.465 -3.318 -19.120 -0.728 -6.449 0.484
O -3.728 -3.724 -17.931 0.064 0.727 -0.732
O -5.761 -3.981 -19.262 1.686 0.707 -0.526
C -3.319 -3.877 -20.613 -0.276 0.407 -0.091
F -2.897 -5.121 -20.523 -0.654 -0.537 0.429
F -3.965 -3.753 -21.815 0.258 0.173 1.059
F -2.216 -3.138 -20.624 -0.268 0.653 -0.121
C 3.886 2.649 -19.307 -2.010 0.922 2.597
F 3.828 1.445 -18.764 0.274 -0.621 -1.229
F 4.999 3.217 -18.850 -0.321 0.214 -0.652
F 3.752 2.763 -20.593 0.635 -0.795 -0.699
S 2.357 3.581 -18.514 3.414 2.821 1.532
O 2.594 3.407 -17.073 -0.827 -0.370 -2.485
O 2.424 4.916 -19.024 -0.251 -0.523 -0.219
N 0.957 2.895 -19.181 1.633 -0.127 0.691
S 0.475 2.006 -17.996 -3.353 -4.564 1.998
O 1.266 0.824 -17.579 -0.850 2.329 -1.185
O -0.036 2.800 -16.890 0.390 -0.047 -0.669
C -1.137 1.273 -18.764 -1.692 0.782 0.203
F -1.798 0.513 -17.802 1.680 1.183 -1.984
F -1.952 2.339 -19.059 1.309 -1.613 0.395
F -0.943 0.584 -19.904 0.039 0.370 1.549
C 0.538 -3.480 -17.633 -0.250 -0.602 0.838
F 1.244 -4.461 -18.251 -0.677 0.720 0.424
F 1.355 -2.493 -17.321 0.280 0.046 0.036
F -0.391 -2.998 -18.459 0.075 -0.333 0.000
S -0.311 -4.189 -16.038 -1.038 -2.518 0.028
O -1.241 -5.212 -16.487 0.417 1.994 -0.522
O 0.708 -4.751 -15.167 -0.515 1.572 -1.070
N -1.196 -2.820 -15.462 2.007 -2.769 -3.756
S -0.469 -2.398 -14.188 0.046 1.608 5.911
O -1.055 -3.121 -13.058 1.011 1.416 -0.928
O 0.982 -2.277 -14.219 -1.414 0.645 -0.370
C -1.198 -0.545 -14.072 0.283 -1.799 1.262
F -0.702 0.111 -13.011 0.038 -0.424 0.296
F -0.842 0.104 -15.119 0.983 1.205 -2.314
F -2.526 -0.474 -14.013 -0.286 -0.588 0.303
```
Forces are in eV/Å.

Results
Charge: -3
LUMO energy (alpha / beta), eV: 4.44 / -0.32
HOMO-LUMO gap (alpha / beta), eV: 8.12 / 3.36
Expectation value of S²: 0.76
HOMO level (alpha / beta), eV: -3.684 / -3.684
2S+1: 2

---

(2)
Entry from the Open Molecules 2025 dataset: a single C2H2FN3 molecule (ωB97M-V/def2-TZVPD).

```
8
Properties=species:S:1:pos:R:3:forces:R:3
F -1.768 0.351 -0.823 -2.755 0.904 -0.465
C -0.722 0.018 -0.177 3.939 -1.043 -0.426
C 0.300 -0.809 -0.676 -0.959 0.091 -2.953
N 1.380 -0.621 0.056 -0.221 1.511 1.823
N 1.054 0.278 0.952 5.672 -0.358 3.284
N -0.109 0.738 0.864 -6.001 -0.770 -2.780
H 0.564 -1.280 -1.715 -1.661 0.561 2.236
H -0.700 1.325 1.519 1.986 -0.896 -0.718
```
Forces are in eV/Å.

Results
LUMO energy, eV: 0.65
HOMO-LUMO gap, eV: 10.09
SMILES: Fc1cnn[nH]1
HOMO level, eV: -9.440
Relative energy (zero: lowest compared OMol25 entry of this formula, charge and spin), kJ/mol: 195.9

---

(3)
Entry from the Open Molecules 2025 dataset: a molecular structure, C27H46BrFeNOP2 (ωB97M-V/def2-TZVPD).

```
79
Properties=species:S:1:pos:R:3:forces:R:3
N -5.576 -1.490 4.367 0.055 -0.091 0.259
C -4.498 -0.874 4.852 -0.115 0.395 -0.335
C -3.873 0.186 4.177 -0.094 -0.209 -0.634
C -4.367 0.574 2.909 -0.879 -0.710 0.735
C -5.588 -0.009 2.480 0.525 -0.368 0.464
C -6.129 -1.052 3.235 0.347 0.604 -0.175
C -3.560 1.381 2.004 -0.591 0.605 -0.356
Fe -0.103 0.861 -1.575 1.840 -1.425 0.839
P 2.481 0.891 -1.764 -0.308 -0.640 0.224
C -3.819 1.429 0.674 0.564 -0.131 0.353
C -2.818 1.835 -0.310 -0.292 -0.165 0.427
C -2.889 1.289 -1.611 0.018 0.607 -0.043
C -1.982 1.686 -2.595 -0.231 0.571 -0.148
C -0.965 2.598 -2.235 0.857 0.395 -0.822
C -0.765 3.010 -0.896 -0.479 0.368 -0.043
C -1.728 2.641 0.057 0.377 0.146 -0.637
Br 0.554 2.822 -3.527 -1.967 0.630 0.787
H -2.749 1.960 2.465 -0.003 -0.611 -0.312
H -4.742 1.011 0.270 0.423 -0.182 0.120
H -2.963 0.621 4.594 -0.229 -0.057 -0.197
H -6.081 0.274 1.551 0.146 -0.028 0.270
H -4.099 -1.241 5.805 -0.212 0.154 -0.420
H -7.026 -1.564 2.887 0.165 0.100 0.188
H -3.660 0.553 -1.845 0.092 0.406 -0.056
H -1.650 2.995 1.086 0.091 0.002 -0.401
H -2.102 1.385 -3.629 0.074 -0.117 0.082
H 0.061 3.674 -0.645 -0.267 -0.188 -0.045
P -0.495 -1.443 -0.872 -1.025 -1.358 0.189
C 2.971 2.412 -0.832 -0.358 0.122 -0.317
C 3.883 3.362 -1.575 0.394 0.734 -0.096
H 3.412 2.096 0.121 -0.060 -0.143 -0.233
H 2.032 2.925 -0.579 0.329 -0.073 -0.030
H 4.160 4.192 -0.913 -0.064 -0.125 -0.181
H 4.817 2.895 -1.904 -0.263 0.138 0.203
H 3.381 3.802 -2.450 0.212 -0.187 0.195
C 3.031 0.724 -3.530 -0.302 0.457 -0.084
C 4.514 0.865 -3.853 0.382 -0.098 -0.293
H 2.448 1.461 -4.109 0.504 -0.469 0.210
H 2.668 -0.262 -3.872 -0.004 0.298 0.328
H 4.625 1.032 -4.933 0.008 -0.037 0.295
H 4.967 1.715 -3.333 -0.014 -0.356 -0.281
H 5.068 -0.051 -3.614 -0.141 0.347 -0.064
C 3.402 -0.404 -0.865 -0.344 -0.140 -0.049
C 4.904 -0.231 -0.697 0.543 -0.180 -0.001
H 3.190 -1.342 -1.388 -0.005 0.049 0.152
H 2.925 -0.450 0.122 0.005 -0.135 -0.111
H 5.303 -1.115 -0.176 -0.112 0.285 -0.095
H 5.434 -0.172 -1.655 -0.167 0.043 0.364
H 5.172 0.642 -0.094 -0.087 -0.086 -0.138
C 0.355 -2.516 0.347 0.302 0.326 0.596
C 1.694 -3.163 -0.002 0.280 -0.239 0.032
H -0.362 -3.322 0.569 0.068 0.462 -0.155
H 0.447 -1.883 1.245 -0.111 -0.420 -0.124
H 1.722 -4.174 0.435 0.035 0.361 -0.233
H 1.850 -3.264 -1.083 0.039 -0.083 0.255
H 2.535 -2.612 0.427 -0.154 -0.123 -0.173
C -0.414 -2.458 -2.407 0.254 0.196 0.168
C -1.442 -2.091 -3.471 -0.006 -0.057 -0.231
H -0.520 -3.508 -2.095 0.030 0.236 -0.069
H 0.610 -2.325 -2.781 -0.188 -0.190 -0.124
H -1.357 -2.791 -4.310 -0.086 0.217 0.147
H -2.468 -2.152 -3.090 0.191 0.001 -0.111
H -1.281 -1.081 -3.868 -0.005 -0.139 0.064
C -2.253 -1.703 -0.309 -0.275 0.615 -0.319
C -2.517 -2.069 1.155 -0.013 -0.071 0.211
H -2.708 -2.443 -0.983 0.157 0.152 0.195
H -2.748 -0.742 -0.512 0.004 -0.575 0.093
H -3.582 -1.888 1.367 0.341 -0.071 -0.015
H -2.326 -3.135 1.359 -0.004 0.485 -0.015
H -1.926 -1.449 1.848 -0.194 -0.265 -0.167
C 1.939 0.110 4.737 0.024 0.187 -0.228
C 1.895 -0.178 3.244 0.185 -0.436 -0.263
O 0.612 0.025 2.620 0.000 0.613 0.012
H 2.084 1.182 4.912 -0.077 -0.178 0.090
H 2.787 -0.424 5.179 -0.156 0.146 0.002
H 1.020 -0.208 5.234 0.120 -0.079 -0.079
H 2.649 0.426 2.716 -0.059 -0.131 0.115
H 2.119 -1.233 3.035 -0.009 0.204 0.154
H 0.407 0.968 2.699 -0.031 -0.291 0.088
```
Forces are in eV/Å.

Results
Charge: +2
LUMO energy (alpha / beta), eV: -6.41 / -7.38
HOMO-LUMO gap (alpha / beta), eV: 7.48 / 6.57
Expectation value of S²: 6.03
HOMO level (alpha / beta), eV: -13.891 / -13.947
Relative energy (zero: lowest compared OMol25 entry of this formula, charge and spin), kJ/mol: 0.0
2S+1: 5

---

Number 1: molar mass 1694.764 u. Number 2: molar mass 87.057 u. Number 3: molar mass 598.368 u.